A structure of composition C45H32Cl2FMnN2O6Sb at a distorted geometry. Source: the OMol25 dataset; level of theory: the ωB97M-V functional and the def2-TZVPD basis.

Summary:
ΔE to the lowest compared entry with this formula, charge and spin = 0.0 kJ/mol
2S+1 = 5
LUMO level (spin up / spin down) = 1.70 / 1.96 eV
⟨S²⟩ = 6.112
Net charge = -1
HOMO-LUMO gap (spin up / spin down) = 7.175 / 7.438 eV

```
90
Properties=species:S:1:pos:R:3:forces:R:3
Mn -0.3720 0.4275 1.0877 0.544 -0.371 0.864
O 2.3224 0.6502 -2.0304 0.111 0.183 -0.077
C 1.3675 0.6746 -1.2757 0.015 0.427 -0.098
O 0.9013 -0.2890 -0.5768 -0.346 -0.274 0.713
C 0.5274 1.9552 -1.1220 0.244 -0.145 -0.220
C 0.7209 3.1733 -1.7599 -0.004 -0.290 0.086
C -0.2135 4.1802 -1.5484 0.002 -0.161 0.123
C -1.3034 3.9561 -0.7162 -0.085 -0.222 0.093
C -1.4094 2.7218 -0.0947 -0.303 0.048 0.083
N -0.5015 1.7728 -0.3021 0.026 1.604 -1.220
C -2.5215 2.2322 0.8533 -0.025 0.993 -0.466
O -3.4970 2.9273 1.0679 0.175 -0.039 -0.085
O -2.2844 1.0581 1.2925 0.509 -1.101 0.469
H 1.5844 3.3085 -2.3940 -0.001 -0.065 -0.071
H -0.0960 5.1360 -2.0396 0.019 0.065 -0.004
H -2.0532 4.7094 -0.5299 -0.079 0.000 0.016
F -0.2843 -3.7314 5.5669 0.064 0.097 -0.106
C -0.3346 -2.8334 4.5458 -0.039 0.061 -0.267
C 0.6990 -2.7884 3.6293 -0.205 -0.206 0.197
C 0.6468 -1.8453 2.6169 -0.203 0.494 -0.377
C -0.4438 -0.9774 2.4638 0.026 -0.742 0.953
C -1.4752 -1.0789 3.4116 0.087 0.395 -0.597
C -1.4233 -1.9873 4.4547 0.158 -0.194 0.160
H 1.5412 -3.4562 3.7187 0.058 -0.103 -0.001
H 1.4837 -1.7638 1.9330 0.041 -0.040 0.077
H -2.3313 -0.4207 3.3269 -0.012 0.036 0.029
H -2.2022 -2.0315 5.2012 -0.090 -0.048 0.040
Cl 6.1653 0.0348 2.3110 0.247 0.057 -0.240
C 5.1264 -0.8149 3.3971 -0.103 -0.103 0.230
C 5.3744 -2.1445 3.6674 -0.048 0.055 0.119
C 4.5470 -2.8266 4.5441 0.013 0.061 0.059
C 3.4711 -2.1736 5.1157 0.096 0.045 0.075
C 3.2105 -0.8470 4.8132 -0.069 0.125 -0.120
Cl 1.7396 -0.1457 5.3966 -0.069 -0.254 0.045
C 4.0563 -0.1114 3.9713 0.014 -0.249 0.104
N 3.8817 1.2153 3.6377 0.027 0.137 -0.436
C 3.3263 2.2015 4.4333 0.178 0.497 0.450
C 3.5134 2.1675 5.8152 0.063 0.143 -0.019
C 2.9739 3.1500 6.6211 0.045 -0.034 0.007
C 2.2643 4.2001 6.0621 -0.040 0.099 0.117
C 2.1087 4.2609 4.6891 0.090 -0.059 0.098
C 2.6423 3.2858 3.8618 0.164 -0.090 0.068
C 2.3873 3.3184 2.3837 -0.216 -0.362 0.023
C 1.3969 2.1796 2.1156 0.076 0.284 0.016
O 1.8315 1.0709 1.7248 -0.201 -0.501 -0.715
O 0.1846 2.3818 2.3265 -0.572 0.013 -0.177
H 6.2161 -2.6381 3.2098 0.076 0.014 -0.103
H 4.7304 -3.8692 4.7611 0.001 -0.034 0.029
H 2.7990 -2.6877 5.7826 -0.115 -0.090 0.060
H 3.8985 1.3909 2.6413 -0.111 -0.083 0.152
H 4.0627 1.3436 6.2506 0.045 0.006 0.022
H 3.1024 3.0871 7.6922 0.025 0.015 0.083
H 1.8348 4.9658 6.6909 -0.046 0.057 0.054
H 1.5412 5.0676 4.2479 -0.028 0.068 -0.083
H 3.3014 3.1662 1.8023 -0.083 0.038 -0.024
H 1.9285 4.2656 2.1019 0.043 -0.049 -0.003
C -0.8953 -7.8135 -1.2225 -0.140 -0.108 0.024
C 0.2561 -7.3061 -1.8024 0.128 -0.073 -0.070
C 0.5408 -5.9564 -1.7056 0.173 -0.044 -0.100
C -0.3206 -5.0898 -1.0500 -0.033 0.652 0.111
C -1.4756 -5.6074 -0.4851 -0.096 0.187 0.112
C -1.7625 -6.9613 -0.5613 -0.151 -0.210 0.065
Sb 0.1374 -2.9460 -0.8528 0.124 -0.878 -0.450
C 0.8307 -2.9424 -2.9329 -0.200 0.163 0.611
C 1.9905 -2.2966 -3.3296 0.102 0.070 0.132
C 2.3537 -2.2470 -4.6658 0.095 0.051 -0.097
C 1.5609 -2.8488 -5.6262 0.044 -0.011 -0.070
C 0.4044 -3.5059 -5.2387 -0.116 -0.042 -0.159
C 0.0372 -3.5411 -3.9039 -0.144 -0.045 0.051
C 2.0347 -3.4572 0.0710 -0.494 0.232 -0.206
C 2.1402 -4.6161 0.8260 -0.137 -0.127 -0.020
C 3.3402 -4.9661 1.4181 0.104 -0.122 0.125
C 4.4512 -4.1562 1.2670 0.056 -0.049 -0.048
C 4.3395 -2.9722 0.5593 0.213 0.021 -0.015
C 3.1332 -2.6178 -0.0212 0.114 0.165 -0.081
H -1.1160 -8.8705 -1.2861 -0.016 -0.056 -0.007
H 0.9335 -7.9667 -2.3266 0.064 -0.043 -0.016
H 1.4534 -5.5647 -2.1342 0.088 -0.025 -0.104
H -2.1557 -4.9417 0.0344 -0.072 -0.021 0.037
H -2.6610 -7.3536 -0.1006 -0.021 0.003 -0.004
H 2.6106 -1.8035 -2.6000 0.085 0.122 0.031
H 3.2528 -1.7219 -4.9567 0.075 0.037 0.002
H 1.8372 -2.7986 -6.6717 0.012 -0.034 -0.027
H -0.2156 -3.9848 -5.9854 -0.070 -0.022 -0.008
H -0.8757 -4.0480 -3.6147 -0.033 -0.059 -0.031
H 1.2813 -5.2601 0.9488 -0.042 -0.097 0.015
H 3.4132 -5.8754 1.9983 -0.031 -0.104 0.040
H 5.3963 -4.4475 1.7048 0.051 0.009 0.042
H 5.1976 -2.3217 0.4586 0.036 0.097 0.002
H 3.0450 -1.6681 -0.5262 0.039 0.145 -0.088
```
Forces are in eV/Å.